Entry 1:
Molecular formula: C31H47InN3O6P2SSi2
Method: DFT, wB97M-V/def2-TZVPD

Geometry (Å):
In  0.14  -0.80  0.44
N  0.23  0.89  4.12
C  1.43  0.06  4.06
C  2.26  0.10  5.35
P  0.96  -1.65  3.64
O  0.26  -2.18  4.96
O  2.30  -2.38  3.46
O  -0.08  -1.65  2.52
P  2.49  0.58  2.68
O  3.71  -0.33  3.08
O  2.77  2.04  2.53
O  1.85  -0.04  1.32
H  -0.35  0.53  4.85
H  -0.22  0.85  3.14
H  0.50  1.85  4.19
H  1.55  0.33  6.17
H  3.04  0.83  5.33
H  2.80  -0.88  5.62
H  -0.46  -2.82  4.82
H  3.30  -1.30  3.12
C  -0.42  -3.01  -5.01
N  -0.21  -3.39  -3.66
C  -1.25  -4.18  -3.04
C  0.46  -2.41  -2.78
C  1.26  -3.10  -1.72
C  1.87  -4.31  -2.13
C  2.54  -5.16  -1.20
C  2.50  -4.85  0.12
C  1.80  -3.72  0.51
C  1.27  -2.76  -0.43
H  0.47  -3.26  -5.67
H  -0.54  -1.93  -5.08
H  -1.36  -3.42  -5.48
H  -2.23  -3.58  -2.74
H  -0.84  -4.59  -2.08
H  -1.62  -5.00  -3.66
H  -0.21  -1.70  -2.24
H  1.11  -1.83  -3.47
H  1.70  -4.57  -3.14
H  3.09  -6.00  -1.62
H  2.95  -5.43  0.91
H  1.78  -3.47  1.60
S  -3.65  2.82  2.00
C  -2.27  3.93  2.48
C  -2.25  5.27  2.93
C  -1.05  5.91  3.08
C  0.13  5.32  2.65
C  0.19  3.98  2.33
C  -1.04  3.30  2.10
N  -1.15  1.95  1.73
C  -2.41  1.60  1.50
C  -2.87  0.24  1.20
C  -4.20  -0.02  1.55
C  -4.64  -1.31  1.61
C  -3.82  -2.36  1.22
C  -2.51  -2.16  0.87
C  -2.02  -0.84  0.84
H  -3.18  5.80  3.10
H  -1.04  6.94  3.43
H  0.98  5.98  2.49
H  1.12  3.50  2.10
H  -4.92  0.83  1.71
H  -5.65  -1.48  1.98
H  -4.25  -3.34  1.15
H  -1.84  -2.97  0.57
C  2.46  3.05  -0.84
Si  1.99  1.49  -1.88
C  2.05  2.01  -3.71
C  3.32  0.13  -1.81
C  0.17  1.09  -1.32
Si  -1.35  1.34  -2.40
C  -1.72  3.26  -2.74
C  -2.97  0.44  -1.95
C  -1.06  0.60  -4.09
H  2.94  3.80  -1.46
H  3.16  2.79  0.00
H  1.59  3.41  -0.37
H  2.88  2.74  -3.75
H  1.14  2.55  -4.00
H  2.31  1.18  -4.36
H  4.05  0.36  -2.62
H  2.94  -0.86  -1.88
H  3.97  0.27  -0.93
H  0.10  1.84  -0.49
H  -1.70  3.85  -1.77
H  -2.73  3.40  -3.23
H  -0.88  3.61  -3.40
H  -2.82  -0.61  -1.64
H  -3.59  0.45  -2.89
H  -3.51  0.97  -1.18
H  -1.46  1.42  -4.74
H  -1.57  -0.35  -4.28
H  0.02  0.52  -4.30

Results
max |F|	0.1044	Eh/bohr
energy above the lowest of the compared OMol25 structures with the same formula, charge and spin	1.3	kcal per mole
charge	-1
HOMO-LUMO gap	5.9	eV
HOMO level	-4.14	eV

Entry 2:
Molecular formula: CH10N2O4
Method: DFT, wB97M-V/def2-TZVPD

Geometry (Å):
N  -1.58  -0.08  -1.10
C  -1.86  1.03  -0.30
N  -0.87  1.34  0.59
O  -2.86  1.66  -0.46
H  -1.18  -0.84  -0.52
H  -2.37  -0.33  -1.67
H  -1.08  2.23  1.00
H  -0.59  0.60  1.24
O  2.35  -1.21  0.46
H  2.46  -2.08  0.06
H  2.18  -0.53  -0.24
O  -0.07  -1.08  1.72
H  0.07  -1.46  2.61
H  0.84  -1.10  1.33
O  1.69  0.30  -1.59
H  2.11  1.07  -1.27
H  0.78  0.46  -1.85

Results
max |F|	0.0367	Eh/bohr
energy above the lowest of the compared OMol25 structures with the same formula, charge and spin	7.8	kcal per mole
charge	0
HOMO-LUMO gap	10.2	eV
HOMO level	-9.59	eV
SMILES	NC(N)=O.O.O.O

Entry 3:
Molecular formula: H42O21
Method: DFT, wB97M-V/def2-TZVPD

Geometry (Å):
O  -3.17  0.25  1.32
H  -2.66  -0.14  2.09
H  -3.98  -0.27  1.39
O  -1.16  -0.04  -0.49
H  -1.23  -0.69  -1.23
H  -1.96  -0.10  0.08
O  -0.35  2.35  -1.05
H  0.24  2.73  -0.38
H  -0.60  1.37  -0.88
O  3.07  -0.60  -2.08
H  2.48  0.18  -2.25
H  3.92  -0.19  -1.84
O  -1.45  -2.35  -1.82
H  -0.78  -1.89  -2.36
H  -1.02  -3.05  -1.30
O  0.12  -1.15  -3.81
H  -0.26  -0.93  -4.66
H  0.63  -1.98  -3.86
O  1.53  1.42  -2.87
H  0.86  1.83  -2.27
H  1.08  0.77  -3.44
O  3.05  3.50  -1.25
H  2.32  3.68  -0.61
H  2.59  3.02  -1.95
O  -1.62  -0.59  3.26
H  -1.07  0.23  3.22
H  -2.07  -0.59  4.12
O  -0.59  1.89  3.39
H  -0.91  2.60  2.82
H  0.34  1.64  3.25
O  1.68  1.05  2.77
H  1.40  0.38  2.11
H  2.57  0.78  3.00
O  -1.92  -4.16  1.06
H  -2.30  -4.74  1.73
H  -1.27  -3.67  1.67
O  -1.25  4.18  1.61
H  -1.61  3.55  0.92
H  -1.95  4.83  1.65
O  4.44  1.24  -0.65
H  5.36  1.50  -0.55
H  3.87  2.04  -0.48
O  -3.45  -1.96  -0.33
H  -2.90  -2.73  -0.36
H  -3.94  -1.94  -1.16
O  0.93  -0.89  0.97
H  1.82  -0.97  0.57
H  0.25  -0.57  0.37
O  -2.87  2.66  0.23
H  -2.93  1.76  0.63
H  -2.48  2.46  -0.63
O  -0.07  -2.91  2.56
H  0.52  -2.40  1.98
H  -0.56  -2.21  3.02
O  2.09  -2.70  -3.71
H  1.73  -3.40  -3.14
H  2.37  -2.03  -3.06
O  0.01  -4.38  -0.47
H  0.52  -4.13  0.31
H  -0.88  -4.63  -0.18
O  1.21  3.45  0.90
H  0.37  3.94  1.13
H  1.23  2.73  1.54

Results
max |F|	0.0389	Eh/bohr
energy above the lowest of the compared OMol25 structures with the same formula, charge and spin	62.0	kcal per mole
charge	0
HOMO-LUMO gap	10.8	eV
HOMO level	-10.77	eV

Entry 4:
Molecular formula: C9H10N2S
Method: DFT, wB97M-V/def2-TZVPD

Geometry (Å):
C  2.91  -0.90  0.26
C  2.69  0.38  0.76
C  1.86  -1.60  -0.31
C  1.44  0.96  0.70
C  0.61  -1.03  -0.36
C  0.34  0.27  0.17
C  -2.68  2.23  -0.14
C  -1.39  1.93  0.02
C  -1.72  -1.28  -0.65
N  -0.48  -1.62  -1.05
N  -0.93  0.67  0.15
S  -2.32  -1.75  0.91
H  3.89  -1.34  0.31
H  3.51  0.93  1.21
H  2.02  -2.58  -0.73
H  1.28  1.95  1.10
H  -3.01  3.25  -0.22
H  -3.43  1.46  -0.22
H  -0.64  2.73  0.05
H  -2.50  -1.16  -1.38
H  -0.33  -1.72  -2.05
H  -1.12  -1.79  1.50

Results
max |F|	0.0446	Eh/bohr
energy above the lowest of the compared OMol25 structures with the same formula, charge and spin	64.4	kcal per mole
charge	0
HOMO-LUMO gap (spin up / spin down)	6.9 / 6.9	eV
HOMO level (spin up / spin down)	-6.91 / -6.91	eV

Entry 5:
Molecular formula: C43H56F6GeN5O4S4SeSr
Method: DFT, wB97M-V/def2-TZVPD

Geometry (Å):
Sr  -0.67  0.26  0.40
C  4.28  2.10  -6.21
C  4.60  0.85  -5.39
C  5.85  1.12  -4.53
C  4.89  -0.30  -6.36
C  3.48  0.49  -4.42
C  3.36  -0.79  -3.90
C  2.40  -1.06  -2.94
N  1.55  -0.15  -2.47
C  1.63  1.07  -2.99
C  2.57  1.43  -3.96
C  0.60  2.05  -2.56
C  -0.09  2.74  -3.54
C  -1.14  3.59  -3.20
C  -1.40  3.73  -1.84
C  -0.58  3.08  -0.92
N  0.37  2.20  -1.25
C  -1.96  4.34  -4.24
C  -2.09  5.82  -3.82
C  -3.35  3.70  -4.34
C  -1.29  4.29  -5.62
H  5.09  2.27  -6.93
H  4.20  2.99  -5.59
H  3.35  1.97  -6.77
H  6.69  1.40  -5.18
H  6.13  0.24  -3.96
H  5.67  1.94  -3.83
H  5.62  0.02  -7.10
H  3.98  -0.59  -6.89
H  5.29  -1.17  -5.85
H  4.02  -1.59  -4.22
H  2.27  -2.06  -2.55
H  2.59  2.45  -4.32
H  0.18  2.58  -4.57
H  -2.22  4.31  -1.46
H  -0.71  3.29  0.12
H  -2.68  5.92  -2.91
H  -2.57  6.39  -4.61
H  -1.10  6.25  -3.63
H  -3.85  3.68  -3.38
H  -3.26  2.68  -4.72
H  -3.97  4.27  -5.03
H  -0.27  4.66  -5.59
H  -1.86  4.92  -6.31
H  -1.30  3.28  -6.02
F  -3.54  3.12  3.13
C  -3.80  2.10  2.31
F  -4.54  2.59  1.33
F  -4.44  1.20  3.00
S  -2.15  1.57  1.65
O  -1.86  0.20  2.08
O  -1.17  2.51  2.09
N  -2.21  1.53  0.08
S  -3.02  0.22  -0.15
O  -4.09  0.02  0.77
O  -2.15  -0.89  -0.45
C  -3.90  0.63  -1.70
F  -4.97  -0.15  -1.79
F  -3.18  0.50  -2.80
F  -4.31  1.89  -1.61
S  0.12  -2.79  2.23
C  -1.10  -3.43  1.30
N  -2.22  -3.94  1.83
C  -3.25  -4.46  0.95
C  -2.59  -5.28  -0.13
N  -1.66  -4.43  -0.85
C  -1.51  -4.72  -2.28
C  -2.81  -4.63  -3.04
C  -3.27  -5.71  -3.77
C  -4.45  -5.63  -4.49
C  -5.19  -4.46  -4.47
C  -4.74  -3.37  -3.74
C  -3.56  -3.46  -3.02
C  -0.93  -3.51  -0.20
S  0.24  -2.60  -0.97
C  -2.44  -4.07  3.27
C  -2.29  -5.51  3.70
C  -1.02  -6.07  3.82
C  -0.88  -7.39  4.21
C  -2.00  -8.17  4.47
C  -3.26  -7.62  4.33
C  -3.41  -6.29  3.95
H  -3.82  -3.64  0.50
H  -3.94  -5.08  1.54
H  -3.33  -5.66  -0.84
H  -2.07  -6.13  0.32
H  -1.09  -5.72  -2.38
H  -0.79  -4.00  -2.67
H  -2.70  -6.63  -3.78
H  -4.80  -6.48  -5.07
H  -6.11  -4.38  -5.03
H  -5.32  -2.46  -3.74
H  -3.21  -2.61  -2.44
H  -3.45  -3.71  3.49
H  -1.71  -3.44  3.77
H  -0.15  -5.45  3.61
H  0.11  -7.80  4.33
H  -1.88  -9.19  4.78
H  -4.14  -8.22  4.53
H  -4.40  -5.87  3.86
C  3.18  3.09  1.92
Ge  4.18  1.41  2.20
C  5.32  1.54  3.83
C  5.25  1.00  0.59
C  2.74  0.10  2.59
Se  1.90  -0.03  0.70
C  3.09  -1.70  0.42
H  3.83  3.91  1.65
H  2.63  3.36  2.82
H  2.47  2.90  1.11
H  6.05  2.35  3.74
H  5.86  0.61  4.00
H  4.69  1.74  4.69
H  6.28  1.30  0.75
H  4.81  1.55  -0.23
H  5.20  -0.06  0.35
H  1.98  0.54  3.23
H  2.98  -0.91  2.93
H  3.92  -1.63  1.12
H  3.43  -1.68  -0.61
H  2.46  -2.56  0.62

Results
max |F|	0.3605	Eh/bohr
charge	+1
HOMO-LUMO gap	7.2	eV
HOMO level	-10.18	eV

Entry 6:
Molecular formula: C7H9N
Method: DFT, wB97M-V/def2-TZVPD

Geometry (Å):
C  1.48  -0.94  -0.12
C  1.22  0.59  -0.21
C  0.06  1.09  0.72
C  -0.71  -0.24  0.95
C  -1.86  -0.12  -0.15
N  -0.70  -0.07  -1.10
C  0.07  0.98  -0.88
C  -0.04  -1.20  -0.11
H  2.09  -1.31  -0.90
H  1.97  -1.02  0.94
H  2.13  1.21  -0.14
H  -0.04  2.03  1.12
H  -0.57  -0.31  2.11
H  -2.33  -1.15  -0.57
H  -2.44  0.66  -0.05
H  0.09  2.05  -1.29
H  -0.43  -2.27  -0.34

Results
max |F|	0.1385	Eh/bohr
energy above the lowest of the compared OMol25 structures with the same formula, charge and spin	127.6	kcal per mole
charge	0
HOMO-LUMO gap	9.2	eV
HOMO level	-8.11	eV
SMILES	C1[C@@H]2[C@@H]3[C@H]4CN([C@H]23)[C@@H]14

Entry 7:
Molecular formula: C28H35BMnN3O6PSTe
Method: DFT, wB97M-V/def2-TZVPD

Geometry (Å):
Mn  -0.03  1.30  0.11
Te  3.17  2.19  -0.11
C  5.21  1.64  0.05
C  5.85  0.45  0.21
C  7.25  0.53  0.36
C  7.71  1.81  0.30
S  6.41  2.92  0.06
H  5.32  -0.49  0.23
H  7.90  -0.32  0.50
H  8.72  2.18  0.39
C  -2.58  3.86  -2.80
C  -1.64  2.66  -2.73
C  -0.74  2.59  -3.97
C  -2.47  1.38  -2.59
O  -0.76  2.71  -1.62
P  -0.51  3.85  -0.48
O  -0.59  5.25  -0.96
O  0.72  3.35  0.20
O  -1.77  3.41  0.48
C  -2.08  4.13  1.67
C  -2.92  5.35  1.30
C  -2.86  3.16  2.56
C  -0.80  4.55  2.40
H  -3.28  3.72  -3.62
H  -2.02  4.78  -2.94
H  -3.13  3.94  -1.87
H  -1.33  2.42  -4.87
H  -0.03  1.78  -3.84
H  -0.19  3.52  -4.07
H  -3.02  1.16  -3.51
H  -3.18  1.47  -1.77
H  -1.81  0.54  -2.37
H  -3.84  5.03  0.81
H  -2.35  5.97  0.60
H  -3.16  5.93  2.18
H  -3.76  2.81  2.05
H  -3.13  3.64  3.50
H  -2.24  2.29  2.76
H  -0.23  5.22  1.76
H  -0.19  3.66  2.57
H  -1.03  5.03  3.34
O  0.52  -0.21  -1.67
C  0.73  -1.05  -0.79
N  0.87  -2.39  -1.04
C  0.84  -3.13  0.20
C  0.89  -1.92  1.22
O  0.96  -2.06  2.43
N  0.85  -0.78  0.53
C  2.04  -4.04  0.35
C  2.62  -4.27  1.59
C  3.75  -5.05  1.71
C  4.30  -5.66  0.60
C  3.70  -5.48  -0.64
C  2.58  -4.67  -0.77
C  -0.42  -3.96  0.35
C  -1.05  -4.10  1.59
C  -2.19  -4.86  1.71
C  -2.73  -5.50  0.61
C  -2.12  -5.37  -0.62
C  -0.98  -4.60  -0.75
H  0.46  -2.76  -1.89
H  2.20  -3.78  2.46
H  4.21  -5.17  2.68
H  5.19  -6.27  0.69
H  4.12  -5.95  -1.52
H  2.15  -4.53  -1.74
H  -0.64  -3.59  2.45
H  -2.68  -4.94  2.67
H  -3.63  -6.11  0.71
H  -2.54  -5.85  -1.50
H  -0.52  -4.53  -1.73
B  -4.53  0.13  0.60
C  -2.98  0.29  0.70
N  -1.83  0.46  0.80
H  -4.97  1.16  0.15
H  -4.79  -0.80  -0.14
H  -4.97  -0.08  1.71

Results
multiplicity	2
max |F|	0.0442	Eh/bohr
charge	-2
HOMO-LUMO gap (spin up / spin down)	4.9 / 4.9	eV
HOMO level (spin up / spin down)	-0.71 / -0.71	eV